Density functional theory data (ωB97M-V with the def2-TZVPD basis set) for a single C5H6F4O4S molecule in a non-equilibrium geometry.

The calculation puts the gap between HOMO and LUMO at 0.3412 Ha. As for the net charge: 0. The HOMO energy is -8.89 eV.

Each line ends with the Mulliken charge.
Geometry (Å):
C  -0.820  -1.102  0.147  0.45
C  0.801  -2.819  0.063  -0.75
C  1.756  2.704  -0.178  -0.60
C  -2.125  -0.749  0.092  -0.03
C  -2.555  0.659  -0.161  1.07
O  0.128  -0.210  -0.117  -0.41
O  2.644  0.034  -0.082  -0.47
O  -0.496  -2.372  0.423  -0.35
O  1.278  1.865  0.851  -0.21
F  -3.122  -1.648  0.261  -0.31
F  -3.875  0.782  -0.266  -0.27
F  -2.165  1.502  0.820  -0.27
F  -2.022  1.174  -1.287  -0.27
S  1.569  0.283  0.820  0.68
H  1.137  -2.358  -0.865  0.35
H  0.707  -3.896  -0.070  0.25
H  1.527  -2.605  0.851  0.31
H  2.148  3.611  0.282  0.24
H  0.939  2.954  -0.856  0.23
H  2.547  2.191  -0.728  0.33

Density functional theory data (ωB97M-V with the def2-TZVPD basis set) for 2 unconnected molecules or ions with the total composition C10H16O in a non-equilibrium geometry.

The structure (SMILES) is CCc1ccc(O)cc1.CC. The calculation puts the gap between HOMO and LUMO at 0.3451 Ha. For the energy above the lowest of the compared OMol25 structures with the same formula, charge and spin, the calculation gives 138.2 kJ/mol. As for the net charge: 0. The HOMO energy is -8.62 eV.

Each line ends with the Mulliken charge.
Geometry (Å):
C  1.171  0.434  -3.745  -0.86
C  -0.311  0.717  -3.415  -0.69
H  1.428  -0.604  -3.746  0.31
H  1.745  0.984  -3.004  0.23
H  1.433  0.997  -4.637  0.31
H  -0.569  0.222  -2.476  0.14
H  -0.991  0.326  -4.166  0.33
H  -0.367  1.786  -3.220  0.25
C  -1.931  0.171  2.179  -0.64
C  -2.781  1.036  1.218  -1.04
C  -0.618  -0.351  1.604  0.72
C  0.297  0.534  1.048  -0.48
C  -0.214  -1.637  1.984  -0.68
C  1.634  0.186  0.904  -0.52
C  1.132  -1.948  1.929  -0.38
C  2.043  -1.032  1.427  0.25
O  3.387  -1.319  1.509  -0.55
H  -1.668  0.659  3.079  0.39
H  -2.572  -0.689  2.384  0.30
H  -3.511  0.405  0.731  0.32
H  -0.066  1.458  0.651  0.30
H  -0.985  -2.297  2.356  0.32
H  2.356  0.859  0.464  0.40
H  1.596  -2.904  2.079  0.40
H  3.799  -1.357  0.641  0.33
H  -2.145  1.538  0.490  0.26
H  -3.295  1.824  1.733  0.30

Density functional theory data (ωB97M-V with the def2-TZVPD basis set) for 14 unconnected molecules or ions with the total composition C2H31NO14 in a non-equilibrium geometry.

The calculation puts the gap between HOMO and LUMO at 0.3706 Ha. For the energy above the lowest of the compared OMol25 structures with the same formula, charge and spin, the calculation gives 0.0 kJ/mol. As for the net charge: 0. The HOMO energy is -10.07 eV.

Each line ends with the Mulliken charge.
Geometry (Å):
C  1.914  -0.715  1.653  0.86
C  2.023  0.100  2.933  -0.12
N  0.911  0.848  3.287  -0.18
O  3.058  0.145  3.560  -0.60
H  2.217  -0.047  0.857  -0.43
H  0.868  -0.994  1.388  -0.41
H  2.583  -1.576  1.712  0.43
H  0.996  1.209  4.230  0.24
H  -0.018  0.525  3.097  0.19
H  -2.190  1.004  -1.606  0.31
H  -1.018  -0.005  -1.295  0.25
O  -1.767  0.190  -1.934  -0.62
H  0.690  1.670  0.191  0.11
H  1.410  1.259  -1.247  0.33
O  0.772  1.047  -0.561  -0.05
H  0.349  -1.888  -2.138  0.44
H  1.219  -3.115  -1.710  0.32
O  1.142  -2.162  -1.607  -0.87
H  0.264  -2.655  -0.111  0.39
H  -1.168  -3.361  0.008  0.37
O  -0.316  -3.205  0.431  -0.66
H  -2.683  -1.397  -0.814  0.32
H  -3.354  -2.809  -0.873  0.28
O  -2.691  -2.301  -0.385  -0.63
H  -1.534  -1.218  -2.899  0.39
H  -0.784  -1.315  -4.166  0.33
O  -0.924  -1.859  -3.379  -0.74
H  0.710  3.785  1.161  0.26
H  0.236  2.550  1.975  0.32
O  0.179  2.982  1.113  -0.62
H  -2.264  3.449  -0.663  0.31
H  -2.045  2.211  0.292  0.31
O  -2.432  2.514  -0.542  -0.68
H  -1.762  -2.627  2.160  0.27
H  -2.858  -1.669  1.522  0.39
O  -2.173  -1.764  2.275  -0.74
H  -0.302  1.411  -2.590  0.34
H  0.765  1.550  -3.622  0.37
O  -0.185  1.676  -3.505  -0.68
H  2.713  -0.464  -3.220  0.33
H  1.770  -0.575  -2.018  0.32
O  2.270  0.083  -2.548  -0.70
H  -2.642  0.861  2.165  0.27
H  -1.599  -0.130  1.836  0.37
O  -1.748  0.836  1.806  -0.66
H  3.265  2.065  2.005  0.37
H  2.977  1.513  0.686  0.24
O  3.155  2.369  1.091  -0.65

Density functional theory data (ωB97M-V with the def2-TZVPD basis set) for a molecular structure, C31H24IrN7O2S3Te in a non-equilibrium geometry.

The multiplicity is 5. Its expectation value of S² is 6.025. The calculation puts the gap between HOMO and LUMO (alpha / beta) at 0.2070 / 0.2155 Ha. For the energy above the lowest of the compared OMol25 structures with the same formula, charge and spin, the calculation gives 0.0 kJ/mol. As for the net charge: -2. The HOMO energy (alpha / beta) is -1.49 / -2.58 eV.

Each line ends with the Löwdin spin population.
Geometry (Å):
Ir  -1.194  -0.058  0.145  2.44
S  -0.855  -0.161  2.632  0.27
C  -0.644  1.489  3.096  0.02
C  -0.812  1.836  4.436  0.02
C  -0.640  3.140  4.876  0.01
C  -0.844  3.488  6.216  0.00
N  -1.002  3.774  7.321  0.00
C  -0.271  4.149  3.950  0.01
C  -0.104  3.809  2.614  0.03
C  -0.280  2.503  2.169  0.03
S  -0.019  2.178  0.495  0.30
C  -0.077  5.470  4.370  0.00
N  0.114  6.558  4.699  0.00
H  -1.084  1.062  5.137  0.00
H  0.164  4.568  1.893  0.00
C  -5.327  -4.965  -0.958  0.00
C  -3.914  -4.627  -0.575  0.00
C  -3.641  -3.639  0.363  0.00
C  -2.333  -3.301  0.663  0.00
C  -1.297  -3.950  0.025  0.00
C  -1.548  -4.949  -0.891  0.00
C  -2.855  -5.296  -1.181  0.00
S  0.377  -3.365  0.287  0.01
O  0.610  -3.357  1.710  0.00
O  1.283  -4.213  -0.472  0.01
N  0.301  -1.846  -0.243  0.08
C  0.506  -1.453  -1.503  0.01
C  1.079  -2.193  -2.559  0.00
C  1.126  -1.630  -3.812  0.00
C  0.672  -0.327  -4.015  0.00
C  0.182  0.355  -2.922  0.01
N  0.095  -0.183  -1.720  0.09
H  -6.028  -4.259  -0.519  0.00
H  -5.588  -5.971  -0.626  0.00
H  -5.439  -4.929  -2.041  0.00
H  -4.449  -3.099  0.835  0.00
H  -2.103  -2.527  1.380  0.00
H  -0.711  -5.429  -1.374  0.00
H  -3.062  -6.075  -1.903  0.00
H  1.440  -3.187  -2.353  0.00
H  1.513  -2.196  -4.651  0.00
H  0.698  0.137  -4.990  0.00
H  -0.165  1.378  -3.001  0.00
C  -3.704  5.239  5.103  0.00
C  -3.675  4.207  4.015  0.01
C  -3.953  2.876  4.282  0.00
C  -3.972  1.922  3.276  0.02
C  -4.285  0.496  3.611  0.01
C  -3.701  2.301  1.959  0.03
Te  -3.770  0.859  0.386  0.39
C  -3.385  3.634  1.681  0.01
C  -3.054  4.091  0.293  0.01
C  -3.383  4.563  2.708  0.00
H  -3.930  4.770  6.058  0.00
H  -4.468  5.990  4.892  0.00
H  -2.742  5.744  5.186  0.00
H  -4.154  2.577  5.304  0.00
H  -4.372  0.357  4.686  0.00
H  -3.493  -0.156  3.246  0.00
H  -5.218  0.200  3.128  0.00
H  -2.096  3.678  -0.026  0.00
H  -2.985  5.176  0.254  0.00
H  -3.812  3.748  -0.412  0.01
H  -3.151  5.597  2.485  0.00
N  -2.526  -1.211  -1.373  0.08
C  -2.878  -1.295  -2.486  0.02
N  -3.115  -1.481  -3.700  0.01
C  -4.090  -1.380  -4.515  0.00
N  -4.882  -1.345  -5.361  0.01

Density functional theory data (ωB97M-V with the def2-TZVPD basis set) for a molecular structure, C17H11CoN9O7Se in a non-equilibrium geometry.

The multiplicity is 2. Its expectation value of S² is 0.909. The calculation puts the gap between HOMO and LUMO (alpha / beta) at 0.1999 / 0.2020 Ha. For the energy above the lowest of the compared OMol25 structures with the same formula, charge and spin, the calculation gives 94.4 kJ/mol. As for the net charge: 0. The HOMO energy (alpha / beta) is -7.39 / -7.37 eV.

Each line ends with the Löwdin spin population.
Geometry (Å):
Co  -0.391  -0.711  -0.086  1.04
N  -2.204  -3.111  -2.910  0.00
C  -1.324  -3.113  -1.900  0.00
N  -1.115  -1.871  -1.521  -0.01
C  -1.923  -1.125  -2.342  0.00
N  -2.587  -1.867  -3.198  0.00
C  -1.977  0.294  -2.111  0.00
C  -3.004  1.137  -2.531  0.00
N  -3.039  2.409  -2.192  0.00
C  -2.046  2.872  -1.438  0.00
C  -1.010  2.058  -1.012  0.00
N  -0.970  0.763  -1.335  0.03
H  -2.589  -3.885  -3.428  0.00
H  -0.886  -3.990  -1.467  0.00
H  -3.813  0.759  -3.138  0.00
H  -2.086  3.918  -1.165  0.00
H  -0.196  2.427  -0.406  0.00
Se  1.794  -1.480  0.265  -0.05
C  2.918  -0.283  -0.688  -0.01
C  2.444  0.380  -1.815  0.00
C  3.316  1.201  -2.506  0.00
N  4.574  1.390  -2.146  0.00
C  5.018  0.777  -1.064  0.00
C  4.239  -0.078  -0.300  0.00
H  1.421  0.241  -2.136  0.00
H  2.998  1.722  -3.399  0.00
H  6.054  0.968  -0.813  0.00
H  4.642  -0.566  0.571  0.00
O  -1.168  0.249  7.482  0.00
N  -1.893  -0.187  6.613  0.00
O  -2.936  -0.774  6.808  0.00
C  -1.474  -0.009  5.250  0.00
C  -0.298  0.690  4.966  0.00
C  0.143  0.780  3.664  0.00
C  -0.611  0.275  2.557  0.00
O  -0.224  0.487  1.370  -0.01
C  -1.805  -0.452  2.910  0.00
C  -2.207  -0.592  4.231  0.00
N  -2.514  -1.143  1.928  0.01
O  -3.262  -2.064  2.247  0.01
O  -2.327  -0.850  0.709  0.01
N  1.417  1.397  3.393  0.00
O  1.806  2.245  4.165  0.00
O  2.041  1.008  2.429  0.00
H  0.272  1.130  5.773  0.00
H  -3.104  -1.156  4.448  0.00

Density functional theory data (ωB97M-V with the def2-TZVPD basis set) for 2 unconnected molecules or ions with the total composition C7H7N in a non-equilibrium geometry.

The structure (SMILES) is c1ccncc1.C#C. The calculation puts the gap between HOMO and LUMO at 0.3922 Ha. For the energy above the lowest of the compared OMol25 structures with the same formula, charge and spin, the calculation gives 266.5 kJ/mol. As for the net charge: 0. The HOMO energy is -9.84 eV.

Each line ends with the Mulliken charge.
Geometry (Å):
C  -1.755  -2.392  -2.213  -0.04
C  -0.982  -2.349  -1.312  -0.10
C  -0.599  -0.088  0.709  -0.36
C  0.763  -0.394  0.826  -0.21
C  1.659  0.677  0.749  -0.24
C  1.173  1.938  0.550  -0.33
C  -0.182  2.121  0.345  -0.19
H  -2.342  -2.845  -3.064  0.31
H  -0.512  -1.886  -0.280  -0.26
H  -1.365  -0.836  0.864  0.65
H  1.139  -1.461  0.778  0.27
H  2.709  0.551  0.819  0.40
H  1.906  2.742  0.625  0.32
H  -0.564  3.119  0.161  0.34
N  -1.048  1.104  0.444  -0.57